Molecular formula: CHN4O2
Method: DFT, wB97M-V/def2-TZVPD

## Properties
HOMO-LUMO gap = 7.258 eV
Charge = -1
HOMO energy = -5.0 eV
2S+1 = 1
E = -408.06479 Ha
ΔE to the lowest compared entry with this formula, charge and spin = 5.741 eV
LUMO = 0.081 Eh

```
8
Properties=species:S:1:pos:R:3:forces:R:3
C 2.22933 -0.54973 -0.01033 -1.24 0.73 -0.16
N 3.25114 -1.04111 0.20807 1.00 -0.50 0.19
N -0.80459 0.17467 -0.94747 1.90 0.96 -3.19
N 0.22658 0.87023 -0.81287 -0.90 -0.64 0.44
N -1.54780 -0.11941 0.15925 -1.43 -0.53 4.01
O -1.10487 0.13865 1.28455 -0.44 -0.16 -1.13
O -2.63684 -0.65317 -0.04639 1.18 0.56 -0.13
H 0.38706 1.17987 0.16518 -0.07 -0.41 -0.04
```
Forces are in eV/Å.

The net atomic charges from Löwdin, expressed in e, are: atom 1 (C): -0.425, atom 2 (N): -0.215, atom 3 (N): -0.038, atom 4 (N): 0.067, atom 5 (N): -0.448, atom 6 (O): 0.011, atom 7 (O): 0.024, atom 8 (H): 0.025